Here is 2 unconnected molecules or ions with the total composition C2H2P2 from the OMol25 dataset. Energies are from ωB97M-V/def2-TZVPD.

Element x y z (Å)
P  -1.2857  0.1298  -2.0585
P  -2.1596  1.0961  -0.6532
C  1.1333  0.1543  0.9542
H  -0.2202  -1.2852  -0.1225
H  1.9795  0.5842  1.5380
C  0.5526  -0.6792  0.3420

Computed properties:
* energy relative to the best compared isomer or geometry (same formula, charge and spin): 100.7 kJ/mol
* E: -759.982996 hartree
* frontier orbital gap: 8.814 eV
* HOMO energy: -9.47 eV

Charges obtained by Löwdin population analysis, quoted in units of e: number 1, P, carries 0.0954; number 2, P, carries 0.0969; number 3, C, carries -0.0444; number 4, H, carries -0.0467; number 5, H, carries 0.0469; number 6, C, carries -0.1481

Here is a molecular structure, C3OZn from the OMol25 dataset. Energies are from ωB97M-V/def2-TZVPD.

Element x y z (Å)
C  -0.4025  1.1254  0.2706
O  0.9001  1.2728  0.6417
C  -0.2172  -0.4185  -0.2992
C  0.9113  -0.0815  0.3688
Zn  -1.1917  -1.8983  -0.9819

Computed properties:
* energy relative to the best compared isomer or geometry (same formula, charge and spin): 0.0 kJ/mol
* total charge: +1
* E: -1968.267597 hartree
* 2S+1: 2
* frontier orbital gap (spin up / spin down): 4.825 / 8.894 eV
* HOMO energy (spin up / spin down): -13.03 / -16.32 eV

Charges obtained by Löwdin population analysis, quoted in units of e: number 1, C, carries 0.2897; number 2, O, carries 0.0467; number 3, C, carries -0.2558; number 4, C, carries 0.0254; number 5, Zn, carries 0.8940

Here is 2 unconnected molecules or ions with the total composition C2H8O2 from the OMol25 dataset. Energies are from ωB97M-V/def2-TZVPD.

Element x y z (Å)
H  1.3351  -0.2969  2.6189
H  -0.1455  -1.4139  2.5021
O  0.8103  -1.0233  0.8314
C  0.3628  -0.5621  2.1052
H  -0.3983  2.0547  -2.1302
C  -0.2684  0.9274  -2.0183
H  0.1923  0.4991  -2.9448
H  1.5719  -1.7728  1.0818
O  -1.5559  0.4536  -1.9229
H  -0.3242  0.3023  1.9779
H  0.1997  0.7063  -1.0307
H  -1.7798  0.1255  -1.0704

Computed properties:
* energy relative to the best compared isomer or geometry (same formula, charge and spin): 157.7 kJ/mol
* SMILES: CO.CO
* E: -231.402243 hartree
* frontier orbital gap: 10.406 eV
* HOMO energy: -9.81 eV

Charges obtained by Löwdin population analysis, quoted in units of e: number 1, H, carries 0.0939; number 2, H, carries 0.0591; number 3, O, carries -0.2197; number 4, C, carries -0.1779; number 5, H, carries 0.0895; number 6, C, carries -0.1908; number 7, H, carries 0.0893; number 8, H, carries 0.1724; number 9, O, carries -0.1271; number 10, H, carries 0.0855; number 11, H, carries 0.0710; number 12, H, carries 0.0549

Here is a molecular structure, C9H13O7PTi from the OMol25 dataset. Energies are from ωB97M-V/def2-TZVPD.

Element x y z (Å)
C  -0.4394  0.3424  -4.6899
Ti  -0.1886  -0.2351  -0.1384
C  1.7276  -0.1714  -1.5222
H  -1.2738  -1.4651  -4.2717
H  -1.0827  3.2354  1.4506
O  -3.2473  -0.1531  -1.3572
H  -1.3349  0.8687  -4.3368
H  0.4491  0.9117  -4.5008
C  -0.7216  2.3280  1.9507
H  1.5564  -2.1975  2.2821
O  -0.1715  2.8162  -1.4117
H  0.8555  -0.8409  4.2236
H  0.4988  -1.4182  -4.4041
C  1.8370  -1.5018  1.4504
C  -2.1169  -0.2274  -1.0572
H  0.3324  2.1650  1.6523
C  0.2647  0.0053  3.8600
C  -0.1198  1.6613  -1.0839
C  -0.4144  -0.9426  -4.7016
H  2.8273  -1.0357  1.6534
P  -1.7010  -0.3231  1.9374
H  -0.8377  2.3977  3.0400
O  -0.3861  -3.3797  -1.4672
O  -1.5679  1.2452  1.4489
C  -0.2576  -2.2875  -1.1826
H  1.8490  -2.0541  0.4867
O  -1.0006  -0.5104  3.3836
O  2.8279  -0.0626  -1.9625
H  0.8760  0.5410  3.1216
O  0.9728  -0.3861  1.4718
H  -0.0128  0.6745  4.6747

Computed properties:
* energy relative to the best compared isomer or geometry (same formula, charge and spin): 0.0 kJ/mol
* total charge: +2
* E: -2067.462851 hartree
* 2S+1: 3
* frontier orbital gap (spin up / spin down): 5.652 / 5.726 eV
* HOMO energy (spin up / spin down): -16.07 / -16.12 eV

Charges obtained by Löwdin population analysis, quoted in units of e: number 1, C, carries -0.0799; number 2, Ti, carries 0.4625; number 3, C, carries 0.0588; number 4, H, carries 0.0599; number 5, H, carries 0.1196; number 6, O, carries 0.2011; number 7, H, carries 0.0644; number 8, H, carries 0.0502; number 9, C, carries -0.0294; number 10, H, carries 0.1164; number 11, O, carries 0.1956; number 12, H, carries 0.1165; number 13, H, carries 0.0473; number 14, C, carries -0.1498; number 15, C, carries -0.0799; number 16, H, carries 0.1011; number 17, C, carries -0.0730; number 18, C, carries 0.0036; number 19, C, carries -0.0777; number 20, H, carries 0.1245; number 21, P, carries 1.1893; number 22, H, carries 0.1169; number 23, O, carries 0.2323; number 24, O, carries -0.4086; number 25, C, carries 0.0070; number 26, H, carries 0.0674; number 27, O, carries -0.3279; number 28, O, carries 0.1846; number 29, H, carries 0.0748; number 30, O, carries -0.4831; number 31, H, carries 0.1155

Here is a molecular structure, C3H2NaO3 from the OMol25 dataset. Energies are from ωB97M-V/def2-TZVPD.

Element x y z (Å)
H  -2.9644  -0.4709  -0.9480
Na  3.0555  0.2417  0.0038
C  -1.8898  1.1099  0.0472
O  1.0096  -0.6258  -0.0203
O  -0.5766  1.0045  0.0380
H  -2.9326  -0.3568  0.9326
C  -2.3690  -0.2806  -0.0449
C  -0.1502  -0.3311  -0.0307
O  -1.1884  -1.1085  -0.0298

Computed properties:
* energy relative to the best compared isomer or geometry (same formula, charge and spin): 31.7 kJ/mol
* total charge: +1
* E: -503.262918 hartree
* frontier orbital gap: 8.817 eV
* HOMO energy: -13.40 eV

Charges obtained by Löwdin population analysis, quoted in units of e: number 1, H, carries 0.1592; number 2, Na, carries 0.8946; number 3, C, carries 0.0850; number 4, O, carries 0.0990; number 5, O, carries 0.0830; number 6, H, carries 0.1728; number 7, C, carries -0.1060; number 8, C, carries -0.5157; number 9, O, carries 0.1281

Here is C5H9N3S in the gas phase from the OMol25 dataset. Energies are from ωB97M-V/def2-TZVPD.

Element x y z (Å)
H  -2.2769  -1.0011  1.5650
H  -1.0785  2.2080  0.4254
N  0.0443  0.5304  -0.0554
H  -0.4082  2.4114  -0.9936
H  -0.0304  -1.1512  1.0130
H  -2.5516  0.6362  0.9328
N  1.2762  0.6068  -0.4525
H  -2.2114  -1.6987  -1.2215
H  4.7894  -0.5367  0.8867
H  1.4907  -1.6654  -0.7430
C  -2.0255  -0.2514  0.8763
C  -0.9094  1.6109  -0.4226
H  -1.9015  1.2829  -0.9433
S  -3.1649  -0.7618  -0.6869
C  3.2289  -0.6901  -0.3103
C  1.9372  -0.6671  -0.5127
N  4.3545  -0.4613  -0.0069
C  -0.5630  -0.4020  0.6494

Computed properties:
* energy relative to the best compared isomer or geometry (same formula, charge and spin): 166.6 kJ/mol
* E: -758.109252 hartree
* 2S+1: 3
* frontier orbital gap (spin up / spin down): 6.164 / 7.734 eV
* HOMO energy (spin up / spin down): -5.40 / -8.86 eV

Charges obtained by Löwdin population analysis, quoted in units of e: number 1, H, carries 0.0374; number 2, H, carries 0.0620; number 3, N, carries -0.2559; number 4, H, carries 0.0904; number 5, H, carries 0.0562; number 6, H, carries 0.0052; number 7, N, carries 0.0791; number 8, H, carries -0.1111; number 9, H, carries 0.0795; number 10, H, carries 0.1216; number 11, C, carries -0.4148; number 12, C, carries -0.0688; number 13, H, carries 0.0555; number 14, S, carries 0.5611; number 15, C, carries -0.1739; number 16, C, carries -0.1562; number 17, N, carries 0.1907; number 18, C, carries -0.1580